(1)
{"formula": "C25H52B2F4N4O13P3TeTi", "method": "ωB97M-V/def2-TZVPD", "elements": ["C", "O", "H", "H", "N", "H", "H", "H", "C", "C", "H", "C", "C", "C", "H", "O", "H", "H", "H", "C", "Te", "C", "H", "H", "H", "B", "P", "B", "F", "H", "H", "C", "C", "C", "H", "C", "F", "C", "N", "H", "C", "H", "F", "H", "C", "H", "F", "H", "O", "O", "N", "N", "H", "O", "C", "C", "P", "H", "O", "H", "C", "O", "H", "C", "O", "H", "H", "H", "H", "Ti", "H", "C", "C", "H", "O", "H", "H", "H", "C", "O", "O", "H", "H", "C", "H", "H", "H", "H", "H", "H", "H", "H", "O", "O", "P", "H", "C", "H", "H", "C", "H", "H", "H", "H", "H"], "coordinates": [[3.56102, -2.05201, 3.76507], [3.30236, 0.05369, -1.11165], [-2.22057, 4.70403, -0.74384], [-0.24305, 6.21284, -0.93574], [-1.04523, -2.36873, 2.25338], [-0.30206, 4.16323, 3.43673], [-1.03027, -2.32978, 5.44169], [-1.12387, 2.18789, -3.73960], [4.90794, 1.82497, -1.59842], [2.26459, -1.72212, 4.46244], [-2.75596, -3.38065, -2.81584], [4.48769, 0.41093, -1.92976], [-2.14614, -2.51834, -0.98348], [-0.87387, 4.11936, 0.81761], [-3.66538, 0.52724, -3.61629], [-3.30005, 0.71178, -0.04972], [-2.50453, -3.14003, 4.92539], [1.16932, -3.70900, -3.55149], [-4.66401, -2.18077, -2.04576], [-1.63458, 1.24098, -3.55940], [3.52035, 1.17506, 1.81765], [-1.48852, -2.88287, 4.61867], [-3.42960, 1.96506, -2.59157], [-1.57294, 3.42949, 1.29344], [-1.21800, 2.88749, 4.24786], [-3.69120, 1.09846, 1.36671], [-0.50727, 1.71109, -1.19398], [-0.34915, -4.21433, 0.90373], [0.65906, -5.11437, 0.88358], [-1.52482, 0.57941, -5.56965], [5.79839, -0.59990, -0.56090], [5.54351, -0.62185, -1.62237], [-3.10236, -1.37265, -0.82722], [0.90630, -2.65190, -3.48968], [-5.18131, -1.24481, -0.61958], [-3.12892, 1.47224, -3.51437], [-4.24311, 2.33619, 1.30477], [-1.53526, -2.04668, 3.38920], [-1.83167, -0.00488, 2.34556], [6.44477, -0.40136, -2.19553], [-2.40603, -3.70024, -1.83140], [3.88671, -3.03564, 4.10658], [-1.63575, -4.71407, 0.74409], [3.08363, -2.79525, -5.14815], [-3.05390, -0.24433, 4.45262], [1.79583, 2.39681, -1.05007], [-4.49601, 0.08253, 1.88515], [3.81539, -1.23282, -4.76573], [1.78617, -0.33857, 4.23272], [-1.28129, 3.02512, -1.36359], [-1.07654, -2.31259, -0.31743], [-2.61092, -0.44583, -0.10094], [0.33868, -2.50081, -2.57226], [-1.18723, 0.73540, -2.21380], [-0.28170, 3.44779, 4.25778], [2.17668, -1.83440, -3.47563], [1.52439, 0.29377, 2.83438], [-0.93733, -3.79617, 4.43469], [0.55432, 1.47804, 3.14253], [1.79292, 3.01165, 3.81871], [0.88732, 2.50218, 4.14939], [-2.42550, 1.20994, 2.19206], [0.78397, 4.82359, -1.31190], [-1.21884, 0.22065, -4.58480], [-0.28259, -3.45968, 2.20891], [5.24220, 1.90211, -0.56133], [0.29253, -2.39692, -4.35524], [4.18895, 0.35020, -2.97314], [-1.71886, -0.73355, -4.39837], [-0.69624, -0.68311, 0.77313], [5.20755, -1.62702, -1.87916], [-4.45084, -1.30992, -1.43126], [-0.23497, 5.21775, -1.38124], [-3.95389, -0.86405, 4.45501], [1.83507, -0.42090, -3.11435], [-2.56240, -0.37133, 5.41953], [-0.50906, 5.31394, -2.43258], [5.74658, 2.10351, -2.23808], [2.87226, -1.77832, -4.81220], [0.82306, -0.72197, 1.92350], [0.99033, -0.75442, -0.69014], [-0.21279, 3.99634, 5.19725], [1.29035, 2.13867, -2.74990], [1.20856, 1.77095, -1.72574], [4.10441, 2.54574, -1.76875], [-3.34510, 0.78773, 4.30609], [-1.51073, -4.30533, -1.92024], [0.14438, 3.72947, 0.94006], [2.36625, -1.78086, 5.53890], [-3.41398, 2.10888, -4.35379], [3.43944, -2.10192, 2.68199], [1.46688, -2.38833, 4.13728], [-0.45330, 1.14789, 0.22340], [-0.08414, -3.21260, -0.23725], [1.82344, 0.04954, -1.63095], [-0.93284, 5.08326, 1.32218], [-2.15563, -0.70436, 3.37076], [-0.14165, 0.06460, -4.58876], [2.22446, -1.30162, -5.55005], [-1.20725, 4.33003, -0.64182], [4.34166, -1.33380, 4.01084], [-3.18381, -4.31611, -1.37236], [2.85190, -2.20846, -2.70395], [-4.56509, -0.39378, -2.01071], [1.08828, 1.99655, 5.08986]], "e_above_lowest_ev": 0.1861, "total_charge": 2, "multiplicity": 2, "s_squared": 0.753, "e_tot_ev": -129847.376}

---

(2)
{"formula": "C19H30AlO3S", "method": "ωB97M-V/def2-TZVPD", "elements": ["C", "C", "H", "H", "Al", "C", "O", "H", "C", "C", "H", "C", "H", "H", "H", "C", "O", "H", "H", "H", "C", "C", "C", "C", "H", "H", "H", "O", "C", "H", "H", "H", "H", "H", "H", "H", "H", "C", "H", "H", "H", "H", "H", "C", "H", "C", "H", "H", "H", "C", "C", "C", "C", "S"], "coordinates": [[6.71328, -2.11721, -2.14105], [-2.45432, 0.18875, -1.14464], [-0.81923, 1.62019, -0.92824], [-0.16033, 0.74568, -3.44316], [1.18544, -0.16759, 0.18124], [6.27438, -3.43274, -2.10897], [4.54728, -3.01665, 0.44495], [-4.21054, 1.28552, -0.55135], [-5.36299, 4.07305, 4.41870], [6.90941, -1.47809, -3.35719], [3.73834, -0.49985, -0.16548], [-0.28763, 0.24693, -2.48158], [7.24613, -0.44919, -3.37929], [-2.02902, -0.74830, -0.81562], [6.11254, -3.92232, -1.16057], [-5.97848, 3.60313, 5.57030], [2.58037, -3.07586, 1.88684], [6.82287, -1.65522, -5.49482], [-2.76927, 2.76294, 0.55221], [-1.62958, 1.54859, 1.02698], [-3.36301, 0.80209, -0.07284], [-6.14146, 2.14507, 3.21437], [-6.67512, 2.40344, 5.54392], [-2.68663, 1.74156, 0.91777], [-1.77582, 1.81446, -2.36601], [1.68241, -0.61447, -2.30495], [-0.21524, -1.97904, -0.00843], [0.00204, -1.40674, 0.74356], [6.22495, -3.46784, -4.51585], [0.90338, 1.22647, 0.95839], [5.67461, -5.12861, -3.27429], [-4.81798, 5.00785, 4.43907], [1.61412, 1.10154, -2.03583], [-7.30075, 0.73953, 4.34423], [-3.13338, 1.70330, 1.90405], [3.42071, -0.42833, 1.60990], [6.02970, -3.99434, -5.44197], [-5.44267, 3.34317, 3.24154], [6.89358, -1.59095, -1.21324], [-7.15091, 2.03374, 6.44328], [-4.95569, 3.70289, 2.34484], [-5.91246, 4.17058, 6.48983], [-0.69052, -0.73467, -2.71008], [3.10785, -0.82236, 0.65340], [-3.78290, -0.01999, 0.50178], [1.09910, 0.16786, -1.81643], [-6.20010, 1.57555, 2.29597], [2.44267, -2.89828, -0.33748], [-3.08978, -0.05178, -1.99650], [-6.75800, 1.67568, 4.36526], [-1.33931, 1.07168, -1.70343], [6.66870, -2.15395, -4.54603], [6.02690, -4.10514, -3.29764], [3.21235, -2.54171, 0.72058]], "total_charge": -1, "multiplicity": 1, "e_tot_ev": -43766.634}